Formula: C4H7N2
Source: the Open Molecules 2025 dataset
Level of theory: ωB97M-V/def2-TZVPD

Each line ends with the Löwdin charge.
Geometry (Å):
1 C -1.653 -0.805 -0.964  -0.062
2 C -0.577 -0.676 0.163  -0.199
3 C 0.507 0.120 -0.243  -0.084
4 N 1.331 0.542 0.588  0.032
5 C 2.231 1.636 1.108  0.149
6 N 1.485 1.061 1.931  0.258
7 H -2.699 -0.462 -0.572  0.122
8 H -1.299 -0.180 -1.792  0.063
9 H -1.898 -1.762 -1.418  0.077
10 H -0.948 -0.467 1.215  0.158
11 H -0.078 -1.650 0.346  0.157
12 H 0.679 0.216 -1.359  0.188
13 H 2.919 2.428 0.998  0.141

**HOMO level**: -15.8 eV
**Orbital gap**: 10.908 eV
**Charge**: +1
**Strongest force on any atom**: 6.14 eV/A
**Calculated total energy**: -7229.583 eV